{"formula": "C48H96O48", "method": "the ωB97M-V functional and the def2-TZVPD basis", "symbols": ["C", "O", "C", "O", "O", "C", "H", "H", "H", "H", "H", "H", "C", "O", "C", "O", "O", "C", "H", "H", "H", "H", "H", "H", "C", "O", "C", "O", "O", "C", "H", "H", "H", "H", "H", "H", "C", "O", "C", "O", "O", "C", "H", "H", "H", "H", "H", "H", "C", "O", "C", "O", "O", "C", "H", "H", "H", "H", "H", "H", "C", "O", "C", "O", "O", "C", "H", "H", "H", "H", "H", "H", "C", "O", "C", "O", "O", "C", "H", "H", "H", "H", "H", "H", "C", "O", "C", "O", "O", "C", "H", "H", "H", "H", "H", "H", "C", "O", "C", "O", "O", "C", "H", "H", "H", "H", "H", "H", "C", "O", "C", "O", "O", "C", "H", "H", "H", "H", "H", "H", "C", "O", "C", "O", "O", "C", "H", "H", "H", "H", "H", "H", "C", "O", "C", "O", "O", "C", "H", "H", "H", "H", "H", "H", "C", "O", "C", "O", "O", "C", "H", "H", "H", "H", "H", "H", "C", "O", "C", "O", "O", "C", "H", "H", "H", "H", "H", "H", "C", "O", "C", "O", "O", "C", "H", "H", "H", "H", "H", "H", "C", "O", "C", "O", "O", "C", "H", "H", "H", "H", "H", "H"], "coordinates": [[-10.5399, -3.7975, 2.8868], [-9.2792, -4.5048, 3.0573], [-8.1685, -4.2690, 2.2510], [-7.1151, -4.9273, 2.4557], [-8.3910, -3.3314, 1.2762], [-7.3409, -3.0783, 0.3646], [-10.8325, -3.3471, 3.8354], [-11.3865, -4.3791, 2.5219], [-10.4265, -2.9623, 2.1957], [-7.7251, -2.5019, -0.4770], [-6.8559, -4.0194, 0.1055], [-6.6134, -2.3632, 0.7486], [8.2279, 2.8991, 6.1459], [6.9165, 2.5299, 5.8806], [5.8295, 3.2044, 6.1295], [5.6877, 4.3626, 6.5976], [4.8200, 2.4599, 5.6572], [3.4765, 2.9494, 5.4868], [8.4602, 3.5409, 5.2961], [8.9134, 2.0554, 6.0652], [8.4495, 3.3323, 7.1213], [3.1185, 3.5994, 6.2852], [2.8790, 2.0522, 5.6484], [3.3551, 3.5965, 4.6181], [-7.9527, 1.3105, 14.9271], [-7.5725, 0.9124, 13.5891], [-8.4718, 0.3194, 12.7615], [-9.6343, -0.0514, 13.0803], [-7.7401, 0.0240, 11.6278], [-8.2847, -0.5431, 10.4630], [-8.7239, 2.0652, 14.7736], [-7.1236, 1.7379, 15.4910], [-8.5020, 0.5462, 15.4769], [-9.0352, -1.3336, 10.4730], [-7.5380, -0.6604, 9.6777], [-8.7849, 0.3169, 10.0177], [1.6834, -11.8420, -8.1185], [1.9808, -10.5734, -7.6494], [1.9557, -9.5624, -8.5363], [1.3498, -9.6739, -9.6556], [2.5986, -8.5059, -7.9795], [2.3493, -7.1960, -8.5408], [0.8216, -12.0170, -8.7626], [1.5530, -12.5165, -7.2722], [2.5597, -12.2156, -8.6482], [2.9548, -6.9852, -9.4223], [2.6611, -6.4908, -7.7704], [1.2970, -7.0555, -8.7881], [6.1797, -0.3215, -9.7101], [5.5841, 0.9358, -9.9461], [4.2532, 1.1205, -9.8491], [3.4393, 0.3538, -9.4302], [3.8502, 2.3899, -10.3085], [4.7299, 3.4287, -10.7875], [5.8387, -1.0193, -10.4749], [6.1047, -0.7455, -8.7087], [7.2546, -0.1844, -9.8281], [4.6976, 3.4093, -11.8768], [5.7580, 3.4729, -10.4283], [4.3226, 4.3685, -10.4146], [0.6443, 6.6802, -6.2729], [0.0873, 7.6209, -7.2108], [-0.6865, 8.6924, -6.9633], [-0.8504, 9.1704, -5.8453], [-1.2151, 9.0976, -8.1195], [-1.9700, 10.2112, -8.1776], [1.5644, 7.0738, -5.8411], [0.9080, 5.7366, -6.7506], [-0.0654, 6.4589, -5.4758], [-1.3839, 11.0847, -7.8921], [-2.8290, 10.1592, -7.5086], [-2.3504, 10.3989, -9.1817], [10.6008, 4.6300, -0.3496], [9.2093, 4.5528, 0.0535], [8.8049, 3.3167, 0.3997], [9.4316, 2.3361, 0.6407], [7.4752, 3.2198, 0.3992], [6.5522, 4.3243, 0.0054], [10.7988, 4.0239, -1.2336], [11.3372, 4.3226, 0.3929], [10.7429, 5.7103, -0.3794], [6.8325, 4.6106, -1.0083], [6.5507, 5.0699, 0.8006], [5.6127, 3.7861, -0.1200], [0.0351, -8.6322, 1.0815], [1.0612, -9.5025, 0.7256], [1.4801, -9.3361, -0.5695], [0.9091, -8.6566, -1.4649], [2.6199, -10.1275, -0.7703], [3.2753, -10.3339, -2.0075], [-0.4080, -8.7843, 2.0656], [-0.8137, -8.7057, 0.4016], [0.3106, -7.5787, 1.0336], [4.3308, -10.4983, -1.7910], [3.2106, -9.3868, -2.5433], [2.6152, -11.0965, -2.4207], [11.5043, -5.0749, -3.0969], [10.3521, -4.3429, -2.6755], [9.1633, -4.7192, -3.1461], [8.9351, -5.6648, -3.8992], [8.2228, -3.9626, -2.5210], [6.8382, -4.2054, -2.7422], [11.7146, -5.9170, -2.4377], [12.3571, -4.3961, -3.0917], [11.4132, -5.5038, -4.0948], [6.5502, -4.2286, -3.7932], [6.2130, -3.4310, -2.2976], [6.5727, -5.1762, -2.3235], [-0.9492, 1.0804, 13.0997], [-1.0406, 0.5722, 11.7617], [-0.1036, -0.1351, 11.0704], [-0.3068, -0.6651, 10.0291], [1.0667, -0.0818, 11.6948], [2.2487, -0.4470, 10.9339], [-1.8512, 1.6590, 13.2992], [-0.1040, 1.7376, 13.3038], [-0.7791, 0.2453, 13.7793], [2.7135, 0.3261, 10.3220], [2.0371, -1.3197, 10.3159], [2.9907, -0.7944, 11.6529], [-3.1146, 2.9323, -9.4692], [-4.0100, 3.8487, -8.9275], [-4.1949, 4.0506, -7.5843], [-3.6953, 3.4275, -6.6286], [-5.1885, 4.9429, -7.4347], [-5.5005, 5.4942, -6.1623], [-2.2641, 3.3645, -9.9965], [-3.6555, 2.5446, -10.3324], [-2.8416, 2.0054, -8.9649], [-5.4050, 6.5643, -6.3460], [-4.9246, 5.0720, -5.3387], [-6.5278, 5.3525, -5.8266], [-9.8941, 6.4019, 4.2929], [-8.7899, 5.6300, 3.7604], [-8.9671, 4.3532, 3.4689], [-9.8264, 3.5950, 3.8922], [-7.9346, 3.8669, 2.7835], [-6.8461, 4.6586, 2.1858], [-9.5045, 7.4138, 4.4039], [-10.0885, 6.0367, 5.3014], [-10.7664, 6.4361, 3.6402], [-6.1767, 5.1148, 2.9151], [-7.3038, 5.4788, 1.6327], [-6.2882, 4.0158, 1.5048], [-1.7844, -1.6317, 2.5990], [-1.4939, -1.8152, 1.2858], [-0.9817, -0.8145, 0.5124], [-0.6760, 0.3297, 0.9253], [-0.7144, -1.3396, -0.7749], [-0.0544, -0.5180, -1.7655], [-0.8649, -1.4128, 3.1417], [-2.0582, -2.5814, 3.0587], [-2.5589, -0.9526, 2.9554], [0.2066, -1.1025, -2.6477], [0.8739, -0.0479, -1.4410], [-0.8480, 0.1881, -2.0101], [-0.3594, 7.8266, 0.8600], [-0.1226, 8.4013, 2.1102], [1.0151, 9.1542, 2.3148], [1.8822, 9.4704, 1.5004], [1.1170, 9.4486, 3.6850], [0.1058, 9.0459, 4.5776], [0.0426, 6.8136, 0.8466], [0.0855, 8.3493, 0.0132], [-1.4325, 7.8736, 0.6745], [-0.8690, 9.3271, 4.1792], [0.2129, 9.4054, 5.6011], [0.0671, 7.9593, 4.6545], [4.9273, -3.0757, 3.7193], [3.9650, -4.1213, 4.0557], [3.9324, -4.6791, 5.2657], [4.7580, -4.5491, 6.2085], [2.7542, -5.3064, 5.2751], [2.0949, -5.5639, 6.4820], [5.9398, -3.4759, 3.7724], [4.8723, -2.4022, 4.5746], [4.6551, -2.4161, 2.8953], [1.6309, -6.5500, 6.5045], [1.3532, -4.8176, 6.7669], [2.8278, -5.6588, 7.2832], [-3.6150, -4.3718, -6.0421], [-3.9495, -3.7672, -7.3376], [-5.0876, -3.0723, -7.6998], [-5.2922, -2.6015, -8.8471], [-5.7487, -2.6029, -6.6724], [-6.9802, -1.9280, -6.8118], [-2.5516, -4.6102, -6.0223], [-4.0839, -5.3479, -5.9177], [-3.6430, -3.6551, -5.2214], [-6.6050, -0.9665, -7.1624], [-7.6165, -1.7730, -5.9405], [-7.6794, -2.1881, -7.6066]], "forces_ev_per_a": [[0.435, 1.166, -0.310], [0.759, 0.499, -1.308], [1.517, -1.898, 0.948], [-3.824, 2.791, -1.095], [-0.383, -1.003, 1.577], [0.874, 0.414, -0.258], [0.274, -0.328, 0.179], [0.541, -0.698, 0.035], [0.143, -0.123, -0.023], [-0.551, -0.691, -0.150], [0.015, 0.247, -0.256], [0.208, -0.370, 0.665], [1.329, 1.059, -0.547], [-0.594, -1.940, 0.445], [-1.683, 4.030, 0.519], [0.879, -3.447, -1.072], [-0.079, -0.096, -0.081], [0.144, 0.469, 1.574], [0.648, 0.537, 0.478], [-0.625, -0.442, -0.125], [-0.602, 0.398, -0.095], [0.663, 0.127, 0.490], [-0.162, 0.129, -1.092], [0.073, -0.841, -0.507], [-1.869, 0.353, -0.824], [-0.066, -0.313, -0.266], [-1.551, -2.204, 1.099], [3.979, 1.668, -1.629], [-0.178, -0.047, 2.304], [-1.510, 2.049, -1.719], [0.141, 0.407, 0.285], [0.167, -0.391, -0.544], [0.550, -0.463, -0.111], [0.493, -0.263, 0.849], [0.625, -0.734, 0.837], [-0.781, -0.060, -0.280], [0.347, -2.317, -0.508], [0.174, 1.879, 0.163], [-2.270, -0.622, -2.976], [2.746, 1.246, 4.192], [-0.935, -0.736, -0.974], [0.113, 0.071, 0.008], [-0.110, 0.917, -0.002], [0.038, 0.389, 0.279], [0.004, -0.083, -0.231], [-0.009, -0.414, -0.065], [-0.162, -0.172, 0.043], [0.065, -0.159, 0.074], [0.601, -0.803, -0.245], [-0.505, 1.267, 0.045], [-0.153, 1.507, -0.546], [0.458, 0.065, -0.181], [1.007, -1.649, 0.962], [-0.166, 0.167, 0.067], [-0.067, -0.176, 0.248], [-0.817, 0.288, 0.055], [-0.094, 0.272, -0.320], [0.159, 0.078, 0.074], [-0.003, -0.917, 0.061], [-0.420, -0.097, -0.215], [-0.296, 0.787, 0.850], [-0.086, -0.392, -1.426], [0.459, -0.430, 2.585], [-0.103, -0.378, -1.998], [1.880, -2.871, -0.216], [-1.567, 2.838, 0.611], [-0.121, 0.219, 0.054], [-0.353, 0.367, -0.602], [-0.018, 0.171, 0.011], [-0.018, 0.169, 0.093], [-0.058, -0.019, 0.116], [0.263, -0.483, -0.080], [0.067, 0.684, 0.831], [0.989, -0.866, 0.066], [-1.674, 0.270, -0.515], [1.424, -0.007, 0.113], [-1.331, 0.793, 0.066], [1.157, -1.904, -0.155], [-0.232, 0.505, -0.220], [-0.538, -0.488, 0.450], [0.161, -0.155, -0.967], [0.156, 0.746, 0.362], [-0.099, 0.150, -0.505], [-0.085, 0.282, 0.493], [-2.110, 1.573, -0.171], [1.564, -0.252, -1.680], [-0.084, 0.166, -2.982], [2.136, -2.266, 3.375], [-2.080, 1.537, 3.251], [-1.532, 1.452, -0.036], [0.812, -0.691, 0.141], [0.069, -0.229, -0.248], [0.480, -0.043, -0.012], [-0.345, -0.710, -0.086], [-0.045, -0.223, -0.583], [1.134, -0.302, -0.977], [0.400, -0.424, -0.430], [-0.125, 0.183, -0.263], [-1.350, -1.851, -0.126], [0.433, 1.947, 1.105], [0.833, 0.396, -0.382], [-0.441, -0.850, -0.550], [-0.212, 0.153, 0.276], [-0.248, 0.084, 0.150], [-0.352, 0.260, -0.038], [0.452, -0.039, -0.179], [0.650, 0.108, 0.355], [-0.043, 0.029, 0.084], [1.045, -0.431, 0.153], [-0.415, -0.302, -0.860], [-0.140, 1.297, 1.240], [-0.526, -0.218, -0.576], [1.474, 0.443, 0.073], [0.013, -1.341, 0.371], [-0.068, -0.487, -0.137], [0.193, 0.141, -0.646], [-0.552, -0.018, 0.152], [-0.650, 0.397, 0.170], [-0.211, 0.220, -0.157], [-0.156, 0.295, 0.202], [0.146, -1.643, -2.128], [-0.664, 1.444, 2.460], [0.250, -2.186, 1.882], [-0.625, 1.634, -2.913], [0.292, -0.559, -1.013], [-0.009, 0.414, 0.445], [0.303, 0.571, 0.887], [-0.310, -0.133, -0.094], [-0.029, 0.614, 0.995], [0.367, 0.025, 0.664], [0.580, 0.300, -0.376], [-0.285, -0.479, -0.800], [0.736, -0.039, 0.607], [-0.531, 1.248, -0.567], [-0.153, -1.779, 1.320], [0.699, 1.620, -0.867], [1.219, -0.335, -0.849], [-1.286, 0.488, 0.268], [0.065, -0.095, -0.189], [-0.490, -0.120, -0.220], [0.115, -0.432, 0.081], [-0.163, -0.351, 0.290], [0.100, -0.051, -0.151], [-0.309, -0.160, 0.275], [0.670, -0.129, 3.558], [0.091, 0.521, -4.051], [1.893, 1.890, 0.237], [-1.255, -3.749, -1.658], [-0.193, -0.026, 2.668], [-0.980, 0.589, 0.445], [0.085, 0.565, 0.064], [-0.201, -0.341, -0.663], [-0.039, 0.505, -0.969], [-0.428, -0.461, 0.348], [-0.306, 0.107, 0.482], [0.656, 0.532, -0.464], [-0.028, -0.199, -1.461], [1.498, 1.566, 0.956], [1.068, -0.242, 0.416], [-2.725, -0.858, 2.225], [0.825, 0.363, -2.267], [-1.434, -1.123, -0.242], [-0.300, -0.101, 0.035], [0.341, 0.321, 0.309], [0.019, -0.386, 0.266], [-0.044, 0.245, 0.246], [0.616, 0.557, -0.436], [0.170, -0.149, -0.054], [0.093, 0.026, 2.747], [0.544, 0.459, -1.272], [1.760, 1.500, 2.364], [-2.717, -0.536, -3.229], [-0.229, -0.288, -0.385], [0.586, -0.924, 1.895], [-0.096, 0.012, -0.741], [0.226, 0.201, 0.154], [-0.215, -1.138, -0.470], [-0.176, 0.081, -0.753], [0.117, 0.212, -0.432], [0.103, 0.413, 0.126], [0.281, 0.524, -0.423], [-0.818, -0.025, -0.609], [1.342, 2.695, -2.721], [0.840, -2.697, 3.064], [-0.854, -2.336, 2.572], [-0.093, 2.450, -1.752], [0.134, 0.124, -0.964], [-0.627, 0.474, 0.231], [-1.048, -0.125, 0.004], [-0.697, 0.613, 0.215], [0.986, -0.622, 0.599], [0.563, -1.068, -0.213]], "relative_energy_ev": 10.509, "spin_multiplicity": 1, "homo_energy_ev": -10.52, "gap_ev": 10.55}